Version A
This record from the Open Molecules 2025 dataset describes C3H3Br2ClO as an isolated structure. The level of theory is the ωB97M-V functional and the def2-TZVPD basis.

The geometry in ORCA input format:
```
! wB97M-V def2-TZVPD RIJCOSX def2/J DEFGRID3
* xyz 0 1
C -0.160 1.012 0.119
C 0.009 -0.304 -0.270
C 2.622 -0.003 0.423
O 0.317 1.960 -0.534
Cl 2.698 -0.073 2.138
Br 2.770 1.709 -0.306
Br 3.552 -1.330 -0.519
H -0.649 1.198 1.085
H -0.281 -1.121 0.370
H 0.415 -0.552 -1.240
*
```

Output
LUMO (alpha / beta): -1.2434 / -1.4793 eV
Kohn-Sham gap (alpha / beta): 8.14 / 7.29 eV
HOMO level (alpha / beta): -0.3447 / -0.3222 Eh

---

Version B
This record from the Open Molecules 2025 dataset describes C3H3Br2ClO as an isolated structure. The level of theory is the ωB97M-V functional and the def2-TZVPD basis.

The geometry in ORCA input format:
```
! wB97M-V def2-TZVPD RIJCOSX def2/J DEFGRID3
* xyz 0 1
C 0.690 0.663 -0.539
C -0.195 -0.363 0.037
C -1.869 0.095 -0.403
O 1.618 0.283 -1.180
Cl -2.049 0.180 -2.131
Br -2.365 1.793 0.344
Br -3.022 -1.479 0.218
H 0.618 1.775 -0.130
H 0.166 -1.288 -0.254
H -0.113 -0.133 1.098
*
```

Output
LUMO: -0.4665 eV
Kohn-Sham gap: 9.58 eV
HOMO level: -0.3691 Eh

---

Ranked by calculated energy, most stable first: version B, version A.